Molecular formula: C112H169N17O43
Method: DFT, ωB97M-V/def2-TZVPD

XYZ file:
```
341
C112H169N17O43 ωB97M-V/def2-TZVPD
C -20.17399 4.08357 8.74437
C -19.13098 3.96686 7.69166
C -18.93389 5.25791 6.85208
C -19.94516 5.59579 5.72608
N -19.66195 6.99848 5.08831
C -20.33228 8.10644 5.88563
C -21.85066 8.01419 5.64731
C -21.95263 7.28850 4.32206
C -20.51561 7.12817 3.84340
C -18.13890 7.23860 4.70258
C -17.58256 6.15791 3.85219
C -16.03696 6.24366 3.40299
H -19.92530 5.01106 9.26014
H -20.02103 3.34644 9.53263
H -21.12114 3.97710 8.21553
H -19.52673 3.13229 7.11287
H -18.15872 3.79814 8.15464
H -17.95025 5.06764 6.42272
H -18.70906 6.14206 7.44860
H -20.99770 5.56305 6.00748
H -19.79773 4.90859 4.89294
H -20.08992 9.08661 5.47498
H -19.99571 8.19920 6.91821
H -22.27842 9.00451 5.49114
H -22.22255 7.45726 6.50733
H -22.56898 7.97758 3.74466
H -22.58441 6.40081 4.35294
H -20.18233 7.92959 3.18404
H -20.41598 6.18408 3.30780
H -17.67226 7.57913 5.62691
H -18.23466 8.18824 4.17615
H -18.20923 5.97985 2.97830
H -17.71568 5.22809 4.40519
H -15.72740 5.49795 2.67074
H -15.22222 6.32269 4.12275
H -16.05130 7.18171 2.84806
C -14.75470 -4.06176 5.09779
C -14.79093 -2.65512 5.91769
C -13.43330 -2.19631 6.61295
O -13.80996 -1.24916 7.61483
C -12.79175 -0.78486 8.39775
N -15.29035 -1.64659 4.91250
H -15.35863 -0.70615 5.27444
H -14.72489 -1.72811 4.07961
H -16.24152 -1.71025 4.57885
H -13.98417 -4.08487 4.32717
H -15.75497 -4.22596 4.69705
H -14.39780 -4.91053 5.68115
H -15.61739 -2.51057 6.61351
H -12.69678 -1.82926 5.89816
H -13.04313 -3.14299 6.98666
H -12.34316 -1.57083 9.00530
H -13.13300 0.01461 9.05540
H -12.10151 -0.22017 7.77101
C -20.01673 0.71081 3.37585
C -21.53423 0.25006 3.17164
C -22.05422 0.05622 1.77487
O -23.30700 -0.55848 1.65019
C -24.34374 0.41635 1.65335
N -21.70006 -1.04863 3.91470
H -21.32581 -0.91371 4.84305
H -22.61140 -1.48402 3.91335
H -21.10065 -1.72550 3.46451
H -19.87554 1.37292 4.23012
H -19.75455 1.35781 2.53874
H -19.21477 -0.01812 3.25919
H -22.27437 0.88604 3.65726
H -21.35129 -0.64188 1.32027
H -21.92950 0.94420 1.15517
H -24.16913 1.11835 0.83800
H -24.28347 1.11313 2.48940
H -25.36375 0.09087 1.44901
C -12.04245 -4.99658 14.76664
C -11.77443 -4.89793 16.31716
C -10.92442 -3.58994 16.64731
O -11.33963 -2.39471 15.92243
C -10.47987 -1.29139 16.19299
N -13.13337 -4.80193 16.98297
H -13.76526 -4.13964 16.55613
H -13.49016 -5.74650 16.95880
H -12.98999 -4.44646 17.91742
H -12.38651 -4.01170 14.45081
H -12.75538 -5.79432 14.55820
H -11.18884 -5.23062 14.13050
H -11.20676 -5.76501 16.65486
H -9.89960 -3.84552 16.37799
H -10.86563 -3.45811 17.72771
H -10.11614 -1.36615 17.21779
H -11.09116 -0.39785 16.06644
H -9.74912 -1.25872 15.38488
C -10.51529 0.34656 10.98343
C -11.08106 -0.65400 11.89116
C -10.02288 -1.51968 12.64011
O -9.16916 -2.49343 11.90922
C -7.97838 -2.97515 12.50347
N -11.91991 0.13345 12.93105
H -12.55419 0.77630 12.47881
H -12.56183 -0.47500 13.41872
H -11.38559 0.66714 13.60170
H -11.25474 1.10806 10.73558
H -10.41545 -0.10577 9.99675
H -9.65400 0.78040 11.49142
H -11.66084 -1.27031 11.20405
H -10.69982 -2.12951 13.23841
H -9.41368 -0.80862 13.19812
H -8.21949 -3.80831 13.16363
H -7.38893 -2.34210 13.16672
H -7.39154 -3.36706 11.67273
C -19.16759 -0.16528 7.42846
N -18.19999 -1.09377 7.96975
C -17.16239 -0.64427 8.73010
C -16.31711 -1.56442 9.36318
C -16.48604 -2.91041 9.19682
C -17.61879 -3.34412 8.52818
C -18.41691 -2.43050 7.82065
C -15.54231 -3.81423 9.86211
C -15.20185 -3.72897 11.20719
C -14.33576 -4.60158 11.84108
N -13.76848 -5.58611 11.09653
C -14.11109 -5.83516 9.79509
C -15.02457 -4.92583 9.18811
C -12.72296 -6.45285 11.62273
H -20.02050 -0.13477 8.10648
H -19.54679 -0.48133 6.45664
H -18.72300 0.82730 7.35611
H -17.08840 0.41864 8.90662
H -15.63976 -1.08593 10.05502
H -17.88028 -4.39180 8.54759
H -19.33503 -2.68482 7.31195
H -15.52460 -2.92170 11.84793
H -13.90462 -4.40097 12.81076
H -13.66004 -6.69941 9.33030
H -15.39534 -5.01124 8.17735
H -13.14636 -7.12946 12.36504
H -12.02036 -5.79000 12.12778
H -12.14737 -6.97586 10.85901
C -17.87032 -7.51497 12.11366
N -18.27489 -6.11680 12.13470
C -17.93124 -5.27505 13.11576
C -18.40884 -3.93004 13.11601
C -19.13765 -3.46467 12.02095
C -19.44274 -4.40957 11.00176
C -19.07109 -5.77572 11.12565
C -19.65657 -2.08911 12.10286
C -18.72941 -1.04251 12.41483
C -19.23092 0.28425 12.45022
N -20.52773 0.56556 12.05606
C -21.32545 -0.41686 11.57646
C -20.94938 -1.80960 11.81097
C -21.06071 1.90775 12.17206
H -18.70563 -8.20015 12.25819
H -17.21617 -7.57554 12.98344
H -17.35788 -7.87205 11.22035
H -17.31370 -5.67415 13.90682
H -18.15614 -3.41862 14.03307
H -20.08781 -4.03306 10.22168
H -19.30774 -6.55662 10.41813
H -17.70963 -1.27368 12.68502
H -18.64185 1.14781 12.72162
H -22.33288 -0.16215 11.28217
H -21.64221 -2.56576 11.47241
H -20.80543 2.24042 13.17817
H -22.14997 1.94779 12.17237
H -20.62254 2.46430 11.34359
C -7.64298 -6.38715 9.92512
N -8.62387 -7.24429 10.71427
C -9.04157 -8.36474 10.16270
C -9.90246 -9.18890 10.86511
C -10.29596 -8.90757 12.23656
C -9.81179 -7.66424 12.68023
C -8.85798 -6.95303 11.97168
C -11.24865 -9.75555 13.09982
C -11.04522 -10.03574 14.50145
C -11.96447 -10.76526 15.25534
N -13.02356 -11.35697 14.62841
C -13.25123 -11.14284 13.28459
C -12.33380 -10.38027 12.50858
C -13.96949 -12.08702 15.46985
H -7.36198 -5.44565 10.39704
H -8.18146 -6.15092 9.00733
H -6.74051 -6.90390 9.59859
H -8.73947 -8.51852 9.13728
H -10.41669 -9.99066 10.35604
H -10.01517 -7.36785 13.69866
H -8.20452 -6.15835 12.30010
H -10.25639 -9.46719 14.97146
H -11.81732 -10.96605 16.30626
H -14.15662 -11.44704 12.78047
H -12.53372 -10.22492 11.45867
H -14.78817 -11.48003 15.85642
H -13.40899 -12.46411 16.32527
H -14.35439 -12.91587 14.87575
C -14.01605 2.35109 8.67808
N -14.43559 3.67762 8.33003
C -13.78066 4.42635 7.42351
C -14.21851 5.69072 7.14430
C -15.26682 6.30748 7.90253
C -15.87167 5.55606 8.97404
C -15.45381 4.25609 9.11407
C -15.63741 7.75527 7.56598
C -16.83738 8.29811 7.99660
C -17.26497 9.64779 7.63710
N -16.46447 10.39191 6.86413
C -15.26073 9.83149 6.38668
C -14.91894 8.56302 6.67133
C -16.83433 11.76002 6.45624
H -13.34591 2.48153 9.52779
H -13.41570 2.00135 7.83822
H -14.89343 1.73096 8.86180
H -12.85542 4.09341 6.97688
H -13.77563 6.27994 6.35495
H -16.65316 5.83489 9.66537
H -15.85899 3.58202 9.85425
H -17.52458 7.68884 8.56489
H -18.14591 10.22047 7.88686
H -14.78812 10.41831 5.61295
H -13.98220 8.24235 6.23994
H -16.34788 12.37969 7.20954
H -17.90051 11.95190 6.57690
H -16.33844 12.10191 5.54779
C -19.55676 -6.34976 3.84924
N -20.60652 -6.17339 4.76697
C -21.35844 -4.97230 4.76485
C -22.34975 -4.83969 5.76787
C -22.70253 -5.91224 6.59635
C -21.98000 -7.13410 6.51062
C -20.94290 -7.21162 5.61155
C -23.84501 -5.78638 7.59784
C -23.59394 -6.01748 8.96911
C -24.56269 -5.82721 9.92129
N -25.82814 -5.32292 9.59562
C -26.12257 -5.10389 8.26630
C -25.14372 -5.20288 7.32513
C -26.83453 -5.07695 10.62418
H -18.86415 -7.12586 4.17490
H -19.10057 -5.37434 3.68029
H -20.03227 -6.57944 2.89570
H -21.24281 -4.25528 3.96553
H -22.83815 -3.88413 5.88944
H -22.42661 -7.90331 7.12320
H -20.31584 -8.09077 5.62853
H -22.59381 -6.39006 9.13441
H -24.24471 -5.96404 10.94431
H -27.14372 -4.80863 8.07534
H -25.42286 -4.94027 6.31542
H -27.24245 -6.08157 10.73568
H -27.58219 -4.34055 10.32956
H -26.42075 -4.81334 11.59752
C -9.56219 -6.78562 6.08815
N -10.81670 -7.17482 5.43829
C -10.76304 -7.24168 4.10540
C -11.91738 -7.58275 3.41509
C -13.10073 -7.89930 3.96516
C -13.08387 -7.84478 5.41828
C -11.90914 -7.48800 6.11650
C -14.26268 -8.38366 3.13662
C -14.10990 -8.66509 1.76187
C -15.24647 -8.90966 0.98563
N -16.47480 -8.95731 1.44755
C -16.67758 -8.83771 2.79710
C -15.61566 -8.49625 3.62413
C -17.57227 -9.09952 0.49605
H -9.52118 -7.34705 7.02154
H -9.70214 -5.71254 6.21859
H -8.65964 -6.93472 5.49546
H -9.81131 -6.92253 3.70694
H -11.87459 -7.52125 2.33769
H -13.95830 -8.10488 5.99631
H -11.81446 -7.38877 7.18776
H -13.16480 -8.63697 1.23995
H -15.22920 -9.15578 -0.06581
H -17.71363 -8.93887 3.08477
H -15.89076 -8.20591 4.62734
H -17.60354 -10.08313 0.02742
H -17.39251 -8.35649 -0.28093
H -18.48599 -8.94252 1.06925
O -15.79537 2.82559 12.39514
C -15.33046 1.60793 12.27236
O -14.17705 1.46532 11.82235
O -16.08976 0.59673 12.44354
H -16.75301 2.85560 12.45533
O -22.07296 3.65012 4.78225
C -22.48203 3.72060 3.55508
O -21.49831 3.54021 2.83977
O -23.64926 3.84796 3.12153
H -21.24897 3.52606 4.30555
O -18.03294 -8.24814 6.53343
C -17.37314 -7.19173 7.01724
O -17.47907 -6.89669 8.22797
O -16.72885 -6.46516 6.26445
H -18.56247 -8.44971 7.30839
O -10.97846 -4.19099 10.59506
C -10.58440 -4.45731 9.37764
O -10.20508 -3.50203 8.69459
O -10.76078 -5.62504 8.93141
H -10.71949 -3.28777 10.39827
O -7.16978 -5.69004 16.58031
C -8.27498 -6.34666 16.34068
O -8.74113 -7.17112 17.15358
O -8.63209 -6.20985 15.20411
H -7.16573 -5.68482 15.62034
O -14.82267 -8.91983 14.77703
C -14.76220 -7.68607 15.21068
O -15.15558 -6.82748 14.41114
O -14.21446 -7.45565 16.27855
H -15.14887 -8.35669 14.07130
O -17.44158 -2.67334 2.94211
C -18.67638 -2.60177 3.48487
O -18.80088 -2.30417 4.70833
O -19.55870 -2.84470 2.67266
H -17.46504 -3.08055 2.07307
O -10.97844 -9.89393 7.74720
C -10.68479 -10.47102 6.61635
O -11.41901 -11.44507 6.38198
O -9.74100 -10.08159 5.89305
H -11.58433 -10.63419 7.82788
O -16.11444 -9.48096 9.02035
C -15.05421 -9.65738 9.81384
O -14.39427 -10.73417 9.82609
O -14.72276 -8.73219 10.53300
H -16.23816 -8.53050 9.07421
O -23.31609 1.33946 7.46859
C -23.33766 2.25509 8.45414
O -22.68106 2.00639 9.49995
O -24.13321 3.20172 8.34394
H -23.01925 0.54290 7.91466
O -16.21393 -1.74524 14.33773
C -15.11289 -2.33138 14.64081
O -14.99950 -2.99393 15.65699
O -14.18098 -2.04878 13.85624
H -15.73167 -1.16005 13.74901
O -18.01582 2.31184 5.27848
C -16.81758 2.14188 5.77606
O -16.29876 3.17946 6.12384
O -16.29312 1.00659 5.79584
H -17.83931 3.25543 5.28826
O -23.61342 -2.40031 8.53773
C -22.35286 -2.13625 8.20740
O -22.24004 -1.52912 7.15562
O -21.37131 -2.37550 8.94363
H -23.96655 -2.20543 7.66657
```

Calculated values
- E_HOMO: -11.5078 eV
- Lowest unoccupied orbital energy: -0.3488 hartree
- Largest force on an atom: 7.63 eV Å⁻¹
- Net charge: +4
- Kohn-Sham gap: 0.0741 Ha

Löwdin atomic charge list, values in e, 99 entries: C -0.083; C -0.253; C -0.155; C -0.036; N -0.161; C -0.122; C -0.130; C -0.124; C -0.094; C -0.097; C -0.180; C -0.034; H 0.076; H 0.053; H 0.094; H 0.110; H 0.087; H 0.068; H 0.083; H 0.134; H 0.114; H 0.123; H 0.116; H 0.126; H 0.127; H 0.130; H 0.126; H 0.145; H 0.126; H 0.094; H 0.125; H 0.126; H 0.075; H 0.080; H 0.046; H 0.067; C -0.002; C -0.207; C -0.115; O -0.185; C -0.128; N 0.218; H 0.103; H 0.160; H 0.112; H 0.076; H 0.068; H 0.056; H 0.123; H 0.136; H 0.127; H 0.089; H 0.063; H 0.103; C 0.008; C -0.245; C -0.214; O -0.163; C -0.076; N 0.231; H 0.123; H 0.157; H 0.089; H 0.056; H 0.086; H 0.070; H 0.146; H 0.131; H 0.146; H 0.093; H 0.085; H 0.096; C -0.023; C -0.207; C -0.129; O -0.210; C -0.087; N 0.241; H 0.097; H 0.105; H 0.161; H 0.056; H 0.060; H 0.065; H 0.143; H 0.123; H 0.125; H 0.100; H 0.079; H 0.065; C -0.047; C -0.296; C -0.108; O -0.188; C -0.080; N 0.264; H 0.084; H 0.121; H 0.164